1.
C42H40AsF3N5O3RbS as an isolated structure at a distorted geometry, computed with ωB97M-V/def2-TZVPD.

ORCA input file:
```
! RIJCOSX wB97M-V def2-TZVPD def2/J DEFGRID3
* xyz -2 1
C -4.275 3.976 4.338
N -0.923 -3.388 -1.607
H -0.158 -2.702 3.302
H -8.119 2.910 5.462
H 4.364 -4.098 -4.175
C 3.424 -0.102 -1.717
H -0.431 2.245 6.223
C 2.372 6.248 5.507
H -0.355 6.938 1.484
N 2.345 -0.975 -1.567
C 1.174 -2.969 -2.281
N 0.047 -2.575 -1.592
C 4.179 0.271 -0.602
H 4.375 -1.992 -2.993
H -3.254 -0.674 1.040
O 1.353 2.641 -2.223
H 1.061 6.989 3.239
C -3.052 -3.977 -0.780
H -4.960 -4.472 0.063
C -0.300 5.363 2.938
C 3.726 0.507 -2.941
H -1.926 6.178 1.769
H 3.919 -0.155 0.360
C -5.619 3.949 4.710
C -3.846 3.254 3.203
H 0.319 -4.800 -2.964
H -3.996 5.420 5.890
C 5.505 1.779 -1.931
C -3.230 -1.610 0.501
C -0.933 -1.945 3.370
C -2.049 -3.003 -0.858
C -3.382 4.816 5.218
C -1.649 0.365 2.899
C 4.751 1.430 -3.045
H 0.305 -0.445 2.473
F 1.641 5.616 -1.848
H -4.055 -1.441 4.544
C -3.101 -1.242 4.062
C -0.186 3.588 4.573
C -4.501 1.942 1.135
C 2.330 -2.095 -2.253
C 2.318 -4.612 -3.673
H 4.945 1.905 -4.000
S 1.195 3.184 -0.892
C 1.274 5.519 4.779
C -4.176 -3.727 -0.020
H -6.900 2.079 2.235
H -5.103 -2.275 1.295
H -2.362 -3.253 4.337
H 3.114 0.268 -3.802
H -5.296 1.258 0.834
H 2.631 7.177 4.997
C 5.205 1.197 -0.708
C 1.214 -4.194 -2.986
C -6.171 2.610 2.841
N -1.317 1.524 2.319
H -2.725 4.199 5.829
C 2.148 4.766 -0.938
C -6.582 3.261 3.990
As -2.041 3.171 2.241
H -3.626 0.788 3.685
H -8.460 4.254 4.377
H 3.276 5.637 5.568
F 2.116 5.391 0.247
H 2.324 -5.554 -4.207
H 2.076 6.496 6.530
C 3.465 -3.779 -3.657
F 3.433 4.569 -1.253
C -2.160 -2.259 3.959
C -0.853 5.988 1.682
H -5.920 4.496 5.600
H -0.071 1.440 4.684
O -0.149 3.618 -0.571
C -2.866 0.030 3.565
C 0.812 4.292 5.237
H -8.619 2.594 3.799
H -2.743 5.483 4.648
H -3.570 1.380 1.202
N -2.152 -1.823 -0.247
H -4.360 2.680 0.340
C 3.475 -2.592 -2.997
Rb 0.087 0.443 -0.265
H -2.903 -4.910 -1.308
C -0.676 -0.687 2.875
C 0.705 6.040 3.628
C -8.022 3.254 4.429
H -1.673 2.063 4.970
C -4.840 2.619 2.435
H 1.245 3.862 6.137
H -0.711 5.331 0.821
C -0.616 2.265 5.146
C -0.766 4.133 3.421
H 5.757 1.483 0.180
O 1.849 2.426 0.153
C -4.268 -2.517 0.651
H 6.291 2.521 -2.009
*
```

Energy above the lowest of the compared OMol25 structures with the same formula, charge and spin in kcal/mol: 3.1
Gap between HOMO and LUMO in eV: 5.4


2.
C42H40BiCl2N6O2SSi as an isolated structure at a distorted geometry, computed with ωB97M-V/def2-TZVPD.

ORCA input file:
```
! RIJCOSX wB97M-V def2-TZVPD def2/J DEFGRID3
* xyz 1 1
H -0.208 -2.900 4.358
H 4.827 -1.280 0.255
C 0.910 -4.990 1.062
Si 2.166 0.158 0.096
H 4.835 2.773 -0.606
H 1.347 0.840 -2.663
C -0.896 -2.785 3.516
N -2.005 -0.627 -1.718
H 3.320 -2.494 -0.844
C -4.251 -3.464 -1.962
H -4.402 -3.407 -3.032
S -1.255 1.673 2.685
C 4.350 -1.377 1.224
H -0.087 5.518 -5.318
C -5.236 3.925 3.157
C -0.822 3.885 -2.464
C 3.089 -0.811 1.436
H -1.488 3.290 0.751
C -0.279 4.694 -4.646
H 2.604 3.867 -0.759
C -0.285 3.388 -5.132
C 0.181 -2.990 0.001
C 5.023 -2.051 2.233
O -1.423 -1.482 3.430
C 3.060 2.444 1.472
C -3.856 -3.475 0.719
H -6.182 2.250 2.210
O 0.594 0.364 0.459
H -6.153 4.485 3.280
C 2.556 -0.908 2.722
H 2.067 2.559 1.916
C 3.227 -1.564 3.743
H -5.305 -5.316 -1.701
C 2.932 -1.984 -1.716
H -0.614 1.318 -4.654
H -0.062 3.199 -6.173
H 5.012 1.146 0.063
C -0.887 2.578 -2.951
H -3.706 -3.415 1.792
C -0.227 -3.257 2.247
H 3.486 -3.587 -3.028
C 2.140 2.877 -0.798
H 0.088 -2.343 -0.864
H 5.994 -2.489 2.040
C 0.785 -4.227 -0.090
C 2.962 1.892 0.043
H 1.575 -0.226 -4.858
C -4.573 -4.520 0.153
H 1.605 -0.423 2.924
C -3.003 -1.334 -2.082
H 2.800 -1.610 4.739
N -3.330 -2.486 0.009
N -0.302 -2.508 1.150
C -4.760 -4.515 -1.220
H 0.446 -5.075 3.161
H -1.745 -3.447 3.706
C 4.373 1.783 -0.553
H 4.988 -2.660 4.292
C 2.335 -0.728 -1.575
C -3.525 -2.469 -1.312
C -4.076 1.969 2.395
C 4.458 -2.152 3.496
H -3.995 5.412 4.094
N -1.612 0.367 -2.536
C -2.837 2.456 2.830
Bi -1.370 -0.163 0.840
H -3.535 -1.089 -3.002
N -1.076 4.083 -1.107
C -5.253 2.685 2.552
C 3.031 -2.607 -2.952
H -4.982 -5.303 0.776
H 1.121 2.957 -0.409
H 1.155 -4.580 -1.042
C 2.546 -1.977 -4.089
Cl -1.397 4.446 4.006
C -0.588 2.337 -4.292
H 1.400 -5.954 1.034
Cl -4.243 0.414 1.616
C -0.528 4.947 -3.311
C -1.347 1.524 -2.049
H -0.808 -0.829 3.790
C 1.951 -0.730 -3.976
H 3.642 1.780 2.115
C 1.838 -0.124 -2.733
C -2.866 3.731 3.440
H 2.628 -2.456 -5.056
H 2.090 2.569 -1.846
C 0.391 -4.502 2.245
H 3.547 3.423 1.460
N -1.561 1.842 -0.702
H -0.501 5.959 -2.927
C -4.036 4.449 3.606
H -0.964 5.007 -0.723
C -1.386 3.065 -0.304
H 4.349 1.361 -1.561
*
```

Energy above the lowest of the compared OMol25 structures with the same formula, charge and spin in kcal/mol: 0.0
Gap between HOMO and LUMO in eV: 7.6


3.
C42H40BrCaCl3GeN7O4PS2 as an isolated structure, computed with ωB97M-V/def2-TZVPD.

ORCA input file:
```
! RIJCOSX wB97M-V def2-TZVPD def2/J DEFGRID3
* xyz -1 2
C -6.089 -0.065 2.932
H 3.314 4.572 -3.794
P -0.087 -0.473 -2.130
H -0.746 -2.739 2.264
C 1.406 6.829 2.233
H 3.477 6.965 1.691
H -0.621 4.213 1.453
C 2.322 2.888 -1.011
C 3.368 1.545 2.337
C 0.362 -3.016 -3.944
H -1.313 -2.551 -1.939
H -8.133 1.164 0.531
Cl -2.995 -1.532 4.396
H -4.629 -1.442 1.356
C 3.859 0.371 1.787
C -5.469 1.079 0.794
C 3.236 3.762 -3.077
C 2.991 1.695 -1.255
C -7.829 0.669 1.447
C 1.440 -1.093 -4.821
H 2.854 0.887 -0.550
C 0.940 -6.103 0.583
C 3.799 1.538 -2.375
Ge -1.414 0.000 3.782
C 5.099 0.340 1.182
H -9.144 -0.850 4.173
N 0.662 2.109 0.626
H 1.506 -2.236 -1.656
C -7.049 -0.564 3.801
H 2.246 -0.373 -4.665
C -1.379 -6.521 0.135
H 0.169 -7.993 -0.065
H 1.947 4.862 -1.761
H 4.336 0.608 -2.525
S 5.324 -1.301 0.542
C 3.191 -0.961 1.664
C 0.248 6.060 2.159
H -9.838 0.273 2.076
H -0.662 6.404 2.638
C -1.660 -5.196 0.463
H -0.771 -1.855 -6.010
C 2.570 5.168 0.937
C 0.649 -4.787 0.919
H 1.400 7.774 2.765
H 2.317 -0.821 -2.325
H -5.043 -0.096 3.212
N -2.398 -2.528 1.023
C -8.398 -0.460 3.492
C -8.787 0.169 2.315
H 2.495 -4.311 1.277
C -0.666 -4.311 0.851
H 0.514 -3.551 -4.885
Ca -0.540 0.193 0.827
H -2.290 -1.333 -2.755
C -0.036 0.481 -3.730
Br -3.066 1.542 -0.528
H 1.968 -6.445 0.635
H 6.880 1.405 0.629
H 3.479 4.820 0.459
C 5.429 2.626 1.674
H 6.033 3.523 1.631
H -5.713 2.021 0.317
H -2.983 -2.905 1.763
H -0.968 1.038 -3.847
C -0.942 -2.843 1.179
C 2.568 6.377 1.627
C 3.915 2.574 -3.296
O -0.180 -1.995 0.440
O 1.613 -3.927 1.328
C -1.289 -1.770 -2.702
H -1.861 -0.817 -5.073
C 2.461 3.924 -1.933
C 5.913 1.446 1.114
Cl -0.656 0.589 5.788
C -0.906 -1.345 -5.053
H -6.732 -1.021 4.730
C 1.403 3.026 0.196
C -0.073 -6.969 0.192
H -2.676 -4.832 0.383
H 0.771 1.217 -3.670
H 0.358 -3.739 -3.126
C 0.257 4.848 1.485
H 3.808 3.609 2.679
H 1.602 -1.601 -5.776
Cl -2.842 1.733 3.347
N -0.946 -2.360 -4.004
N -2.681 -1.245 0.701
N 3.840 -1.875 1.032
O 6.356 -1.995 1.251
C 1.415 4.391 0.860
N 0.171 -0.368 -4.915
S 1.624 -1.138 2.320
C -3.864 -0.806 0.907
H -2.175 -7.186 -0.173
H 2.378 1.588 2.776
N 1.484 -2.098 -3.762
C 4.173 2.675 2.272
C -6.469 0.533 1.731
C -4.295 0.521 0.516
H 4.534 2.452 -4.176
C 1.450 -1.469 -2.433
O 5.378 -1.282 -0.888
*
```

Expectation value of S²: 0.76
Energy above the lowest of the compared OMol25 structures with the same formula, charge and spin in kcal/mol: 54.4
Gap between HOMO and LUMO (alpha / beta) in eV: 6.6 / 4.5